Entry 1:
Density functional theory data (wB97M-V/def2-TZVPD) for a cluster of 2 separate species, C4H5BrN4O2S2 in total in a non-equilibrium geometry.

Geometry as XYZ:
```
18
C4H5BrN4O2S2 | the OMol25 dataset | wB97M-V/def2-TZVPD
C 0.87 3.20 -0.63
C 1.20 2.02 -1.21
C -0.85 1.96 -0.40
C -1.40 -0.38 -0.39
N -0.36 3.14 -0.12
N 0.14 1.21 -1.03
N -0.17 -0.09 -0.87
N -1.59 -1.84 1.64
O -3.17 -2.41 -0.30
O -0.73 -2.88 -0.55
S -2.16 1.08 0.27
S -1.80 -2.07 -0.04
Br -2.09 -1.56 -3.12
H 1.37 4.13 -0.73
H 2.04 1.77 -1.74
H 0.22 -0.84 -1.55
H -1.98 -0.96 1.93
H -2.06 -2.56 2.19
```

Summary:
Relative energy (zero: lowest compared OMol25 entry of this formula, charge and spin)   147.15 kJ/mol
HOMO level (alpha / beta)   -8.23 / -8.23 eV
Maximum force   3.93 eV/A
LUMO level (alpha / beta)   -2.08 / -2.07 eV
E_tot   -105993.182 eV

Entry 2:
Density functional theory data (wB97M-V/def2-TZVPD) for an isolated molecule of C4H5BrOS in a non-equilibrium geometry.

Geometry as XYZ:
```
12
C4H5BrOS | the OMol25 dataset | wB97M-V/def2-TZVPD
C -1.16 -1.10 -0.32
C -0.47 -2.09 -0.76
C -1.02 0.43 -0.07
C 0.37 0.94 0.10
O 1.32 -1.36 0.87
S 1.54 -0.51 -0.20
Br 3.39 0.72 -0.07
H -2.10 -1.51 0.12
H -1.41 0.96 -0.97
H -1.62 0.64 0.81
H 0.53 1.76 -0.60
H 0.63 1.13 1.09
```

Summary:
Relative energy (zero: lowest compared OMol25 entry of this formula, charge and spin)   330.16 kJ/mol
HOMO level   -9.73 eV
Maximum force   5.51 eV/A
LUMO level   -0.88 eV
E_tot   -87148.859 eV

Entry 3:
Density functional theory data (wB97M-V/def2-TZVPD) for a structure of composition C4H5CdLiO3 in a non-equilibrium geometry.

Geometry as XYZ:
```
14
C4H5CdLiO3 | the OMol25 dataset | wB97M-V/def2-TZVPD
Li -1.73 -2.29 -0.48
O -1.66 -0.58 0.63
C -2.61 0.40 1.07
H -2.36 0.69 2.10
H -2.56 1.30 0.44
H -3.58 -0.08 1.00
C 1.87 -1.77 0.19
C 0.96 -1.00 -0.42
O -0.23 -1.28 -0.98
C -0.40 -0.19 0.43
O 0.02 0.85 0.90
Cd 2.04 1.71 -0.11
H 2.56 -1.28 0.88
H 1.91 -2.85 -0.01
```

Summary:
HOMO level   -6.03 eV
Maximum force   6.32 eV/A
LUMO level   -1.17 eV
E_tot   -15135.028 eV

Entry 4:
Density functional theory data (wB97M-V/def2-TZVPD) for an isolated molecule of C4H5Cl2F in a non-equilibrium geometry.

Geometry as XYZ:
```
12
C4H5Cl2F | the OMol25 dataset | wB97M-V/def2-TZVPD
C -1.44 -0.97 2.21
C -0.07 -1.09 1.55
C 0.26 -0.34 0.51
Cl 1.99 -0.35 -0.12
C -0.58 0.73 -0.14
F 0.15 1.87 -0.20
Cl -1.05 0.18 -1.80
H -1.96 -1.90 2.08
H -1.31 -0.97 3.35
H -2.07 -0.07 1.88
H 0.55 -1.92 1.85
H -1.52 0.78 0.38
```

Summary:
Relative energy (zero: lowest compared OMol25 entry of this formula, charge and spin)   37.46 kJ/mol
SMILES string   C/C=C(/Cl)[C@@H](F)Cl
HOMO level   -9.89 eV
Maximum force   2.18 eV/A
LUMO level   0.79 eV
E_tot   -31990.496 eV

Entry 5:
Density functional theory data (wB97M-V/def2-TZVPD) for a structure of composition C4H5Cl2N2O in a non-equilibrium geometry.

Geometry as XYZ:
```
14
C4H5Cl2N2O | the OMol25 dataset | wB97M-V/def2-TZVPD
C -0.75 1.38 -1.00
C 0.03 -1.86 0.80
C 1.27 -0.81 0.64
C 0.78 0.59 0.02
N 0.37 0.81 -1.43
N -0.58 1.25 0.30
O -0.96 -1.59 0.26
Cl 2.01 1.85 0.50
Cl 2.42 -1.48 -0.57
H -1.44 1.94 -1.59
H 0.12 -2.77 1.41
H 1.77 -0.52 1.61
H 0.71 0.67 -2.40
H -0.83 1.72 1.10
```

Summary:
Relative energy (zero: lowest compared OMol25 entry of this formula, charge and spin)   174.33 kJ/mol
Charge   +1
HOMO level   -14.20 eV
Maximum force   4.11 eV/A
LUMO level   -4.46 eV
E_tot   -34292.347 eV

Entry 6:
Density functional theory data (wB97M-V/def2-TZVPD) for an isolated molecule of C4H5Cl2P in a non-equilibrium geometry.

Geometry as XYZ:
```
12
C4H5Cl2P | the OMol25 dataset | wB97M-V/def2-TZVPD
C -0.18 0.78 -0.75
C -0.60 0.26 0.54
C 1.16 0.59 -0.93
C 0.11 -0.83 1.06
P 2.15 -0.10 0.39
Cl 2.99 -1.71 -0.46
Cl 3.57 1.33 0.20
H -0.84 1.37 -1.44
H -1.18 0.81 1.24
H 1.97 0.97 -1.71
H 0.00 -1.01 2.18
H 0.12 -1.74 0.38
```

Summary:
Relative energy (zero: lowest compared OMol25 entry of this formula, charge and spin)   42.61 kJ/mol
Spin multiplicity   3
⟨S²⟩   2.031
HOMO level (alpha / beta)   -6.04 / -9.86 eV
Maximum force   4.15 eV/A
LUMO level (alpha / beta)   0.59 / -2.03 eV
E_tot   -38559.175 eV